1.
{"formula": "C2H5ClO3", "method": "ωB97M-V with the def2-TZVPD basis set", "energy_ev": -20819.7812, "lumo_ev": 0.33, "molar_mass_g_mol": 112.512, "smiles": "COC(=O)O.Cl", "orbital_gap_ev": 11.550, "symbols": ["H", "O", "H", "C", "H", "O", "H", "Cl", "O", "H", "C"], "coordinates": [[3.453, -1.945, -0.418], [-0.423, 0.554, 0.192], [0.184, 2.144, -0.702], [-1.288, 1.148, -0.636], [-1.726, -0.786, 1.284], [-0.727, 2.359, -1.016], [-0.562, -1.603, -0.019], [4.133, -0.972, 0.214], [-2.366, 0.786, -0.988], [0.108, -0.915, 1.398], [-0.786, -0.770, 0.692]], "forces_ev_per_a": [[0.918, 1.284, 0.826], [-0.662, -1.297, -0.006], [-0.339, 1.296, -0.455], [-0.452, 1.777, -0.723], [0.538, 0.000, -0.946], [0.658, -2.231, 0.812], [-1.121, 1.002, 0.013], [-0.931, -1.285, -0.830], [0.135, -0.368, 0.245], [-1.562, 0.118, -0.447], [2.818, -0.297, 1.511]], "mulliken_charge": [0.253, -0.352, 0.381, 0.713, 0.291, -0.452, 0.286, -0.255, -0.490, 0.232, -0.607]}

=====

2.
{"formula": "C2H5ClOS", "method": "ωB97M-V with the def2-TZVPD basis set", "energy_ev": -27558.4181, "lumo_ev": 0.77, "molar_mass_g_mol": 112.581, "smiles": "CS[C@@H](O)Cl", "orbital_gap_ev": 10.056, "symbols": ["O", "C", "Cl", "C", "H", "H", "H", "H", "S", "H"], "coordinates": [[-1.030, 1.359, 0.408], [1.470, -0.202, -0.379], [-2.873, -0.599, 0.095], [-1.189, -0.366, 0.384], [1.883, -0.974, 0.406], [2.197, -0.135, -1.161], [-0.988, 1.586, -0.466], [-0.737, -0.474, 1.447], [-0.125, -0.851, -0.948], [1.392, 0.657, 0.215]], "forces_ev_per_a": [[-0.458, -4.056, 4.190], [0.512, -3.341, 2.439], [0.248, -0.649, 0.242], [2.025, 5.050, 1.307], [-0.538, 1.164, -1.595], [0.039, 0.135, -0.625], [0.073, 0.755, -3.868], [-1.370, -0.409, -1.826], [-0.104, -0.279, -0.465], [-0.426, 1.630, 0.201]], "mulliken_charge": [-0.555, -0.817, -0.096, 0.015, 0.248, 0.332, 0.292, 0.289, -0.049, 0.343]}

=====

3.
{"formula": "C2H5ClOS", "method": "ωB97M-V with the def2-TZVPD basis set", "energy_ev": -27559.1757, "lumo_ev": 0.22, "molar_mass_g_mol": 112.581, "smiles": "CCOSCl", "orbital_gap_ev": 9.540, "symbols": ["H", "H", "H", "C", "S", "H", "O", "C", "H", "Cl"], "coordinates": [[1.161, 0.883, -0.149], [1.650, -0.825, -0.108], [-0.619, -1.505, -0.876], [-0.267, -0.488, -1.047], [-0.099, 1.106, 2.253], [0.155, -0.424, -2.046], [0.312, -0.333, 1.295], [0.798, -0.143, -0.013], [-1.112, 0.193, -0.973], [-1.978, 1.536, 1.664]], "forces_ev_per_a": [[-0.009, -0.117, 0.032], [-0.054, 0.120, -0.003], [-0.045, -0.013, -0.049], [0.163, 0.034, 0.327], [0.839, -2.405, -1.785], [0.025, 0.003, -0.128], [-0.995, 2.075, 2.572], [0.197, 0.266, -0.900], [-0.039, 0.026, -0.027], [-0.083, 0.011, -0.039]], "mulliken_charge": [0.298, 0.261, 0.276, -0.906, 0.184, 0.329, -0.347, -0.224, 0.252, -0.122]}

=====

4.
{"formula": "C2H5ClS", "method": "ωB97M-V with the def2-TZVPD basis set", "energy_ev": -25511.4381, "lumo_ev": 0.62, "molar_mass_g_mol": 96.582, "smiles": "C[C@@H](S)Cl", "orbital_gap_ev": 9.835, "symbols": ["H", "H", "S", "H", "H", "H", "C", "Cl", "C"], "coordinates": [[-0.557, 0.636, 1.361], [1.048, -0.849, -0.797], [-1.463, 1.096, -0.978], [-0.314, 0.868, -1.882], [1.259, 0.677, -0.058], [1.436, -0.776, 0.838], [0.874, -0.230, 0.123], [-1.719, -1.370, 0.804], [-0.563, -0.053, 0.589]], "forces_ev_per_a": [[-0.551, 0.992, 1.749], [-0.790, 0.572, 0.560], [3.160, -1.544, 0.262], [-2.121, 0.450, 1.562], [1.474, 3.361, -0.366], [0.620, -0.231, 1.139], [-1.833, -4.444, -0.764], [0.953, 0.072, 0.310], [-0.914, 0.772, -4.451]], "mulliken_charge": [0.381, 0.338, -0.243, 0.145, 0.450, 0.363, -1.353, -0.137, 0.057]}

=====

5.
{"formula": "C2H5ClS", "method": "ωB97M-V with the def2-TZVPD basis set", "spin_multiplicity": 3, "energy_ev": -25509.2047, "lumo_ev": [0.99, -4.13], "molar_mass_g_mol": 96.582, "orbital_gap_ev": [7.871, 6.016], "symbols": ["H", "Cl", "H", "C", "H", "S", "C", "H", "H"], "coordinates": [[-1.771, -1.912, 0.675], [2.178, -1.636, -0.901], [0.912, 1.783, 0.839], [-1.113, -1.152, 0.298], [1.304, 0.243, -0.038], [-0.640, 0.054, 1.313], [0.515, 0.950, 0.271], [-0.009, 1.307, -0.611], [-0.634, -1.281, -0.660]], "forces_ev_per_a": [[-0.136, -0.062, 0.046], [0.132, -0.071, -0.069], [0.211, 0.009, 0.012], [-0.344, -1.037, -1.034], [-0.003, 0.433, 0.141], [0.363, 1.151, 1.197], [-0.215, -0.457, -0.148], [0.045, 0.109, -0.120], [-0.053, -0.073, -0.026]], "lowdin_spin": [0.034, 0.909, 0.001, 0.594, 0.031, 0.306, 0.082, 0.005, 0.037]}

=====

6.
{"formula": "C2H5ClS2", "method": "ωB97M-V with the def2-TZVPD basis set", "energy_ev": -36346.2421, "lumo_ev": 0.18, "molar_mass_g_mol": 128.649, "orbital_gap_ev": 8.873, "symbols": ["C", "H", "H", "H", "Cl", "S", "C", "S", "H", "H"], "coordinates": [[0.313, 0.218, 0.421], [0.516, 0.171, 1.495], [1.036, 2.909, 1.578], [-2.586, -1.771, -0.198], [-1.545, -2.503, -0.034], [0.417, -1.117, -0.475], [-0.046, 1.582, -0.089], [1.263, 2.802, 0.257], [-0.981, 1.918, 0.361], [-0.177, 1.558, -1.171]], "forces_ev_per_a": [[0.497, -0.258, -0.155], [0.038, -0.006, -0.164], [0.013, -0.023, -0.116], [-0.055, -0.098, -0.083], [-2.244, -1.496, 0.428], [2.006, 1.942, -0.045], [-0.227, -0.233, 0.015], [-0.074, -0.002, 0.068], [-0.002, 0.137, -0.011], [0.048, 0.036, 0.064]], "mulliken_charge": [-0.101, 0.289, 0.115, 0.275, -0.213, -0.248, -0.552, -0.183, 0.299, 0.319]}